1.
Entry from the OMol25 dataset: a structure of composition C58H43ClN3O5P2S2V in a non-equilibrium geometry (ωB97M-V/def2-TZVPD).

As for the charge: +1. For the highest occupied orbital energy (alpha / beta), the calculation gives -8.632 / -9.290 eV. The calculation puts the strongest force on any atom at 0.0861 Eh/bohr. The spin multiplicity is 4. The relative energy (zero: lowest compared OMol25 entry of this formula, charge and spin) comes out at 123.9 kcal per mole. The lowest unoccupied orbital energy (alpha / beta) comes out at -2.2 / -2.8 eV.

CARTESIAN COORDINATES (ANGSTROEM)
V  0.63  1.34  -0.32
O  -2.52  0.99  -0.94
S  -1.37  0.07  -1.08
C  -1.45  -0.48  -2.80
C  -2.62  -0.24  -3.49
C  -2.88  -0.85  -4.73
C  -1.98  -1.76  -5.22
C  -2.00  -2.65  -6.44
C  -0.68  -3.48  -6.35
C  -0.01  -3.00  -5.09
C  1.14  -3.38  -4.45
C  1.53  -2.68  -3.30
C  0.79  -1.66  -2.73
P  1.59  -0.60  -1.45
C  3.15  -0.50  -2.43
C  4.33  -1.19  -2.17
C  5.42  -1.07  -3.02
C  5.35  -0.26  -4.14
C  4.17  0.41  -4.43
C  3.09  0.29  -3.59
C  1.98  -1.81  -0.13
C  1.12  -2.88  0.11
C  1.42  -3.80  1.11
C  2.57  -3.64  1.88
C  3.39  -2.55  1.68
C  3.09  -1.62  0.69
C  -0.45  -1.33  -3.31
C  -0.79  -1.99  -4.51
C  -2.04  -1.48  -0.39
C  -2.49  -2.49  -1.21
C  -3.33  -3.53  -0.76
C  -3.73  -3.53  0.54
C  -4.67  -4.43  1.31
C  -4.67  -3.87  2.75
C  -3.69  -2.72  2.72
C  -3.23  -1.88  3.69
C  -2.29  -0.90  3.33
C  -1.84  -0.69  2.04
P  -0.66  0.69  1.75
C  -1.82  1.98  2.43
C  -2.58  2.74  1.55
C  -3.46  3.71  2.01
C  -3.59  3.94  3.37
C  -2.86  3.18  4.26
C  -1.99  2.20  3.80
C  0.62  0.39  3.02
C  1.69  1.43  3.32
C  2.65  0.97  4.38
C  2.72  -0.31  4.80
C  1.83  -1.28  4.31
C  0.82  -0.91  3.42
C  -2.33  -1.52  1.01
C  -3.22  -2.55  1.41
H  -3.36  0.40  -3.02
H  -3.82  -0.64  -5.24
H  -2.03  -2.06  -7.36
H  -2.88  -3.29  -6.44
H  -0.05  -3.31  -7.22
H  -0.88  -4.55  -6.31
H  1.77  -4.18  -4.83
H  2.48  -2.94  -2.84
H  4.40  -1.83  -1.30
H  6.33  -1.60  -2.79
H  6.20  -0.16  -4.80
H  4.12  1.06  -5.30
H  2.01  1.48  -4.63
H  0.23  -3.01  -0.49
H  0.76  -4.64  1.28
H  2.82  -4.38  2.63
H  4.28  -2.42  2.29
H  3.73  -0.75  0.55
H  -2.23  -2.50  -2.25
H  -3.66  -4.28  -1.47
H  -4.35  -5.47  1.27
H  -5.67  -4.39  0.87
H  -4.38  -4.62  3.49
H  -5.66  -3.51  3.04
H  -3.54  -1.96  4.73
H  -1.89  -0.28  4.12
H  -2.49  2.56  0.49
H  -4.04  4.28  1.30
H  -4.26  4.71  3.74
H  -2.96  3.35  5.33
H  -1.46  1.60  4.53
H  2.31  1.52  2.43
H  3.39  1.69  4.72
H  3.48  -0.59  5.53
H  1.91  -2.31  4.64
H  0.13  -1.67  3.09
O  3.68  2.05  -1.42
Cl  2.47  2.32  -0.70
O  2.55  3.70  -0.28
O  2.45  1.42  0.51
O  1.91  0.94  -3.84
N  0.45  5.31  0.91
C  0.98  4.99  2.13
C  1.64  5.77  3.08
C  2.15  5.11  4.22
C  1.96  3.78  4.43
C  1.16  2.89  3.53
C  0.86  3.60  2.25
N  0.34  3.11  1.09
C  0.10  4.15  0.30
C  -0.34  3.96  -1.04
C  -0.77  4.88  -1.95
S  -1.12  4.13  -3.44
C  -0.66  2.62  -2.78
N  -0.29  2.66  -1.53
H  0.51  6.21  0.47
H  1.80  6.83  2.92
H  2.70  5.68  4.94
H  2.29  3.34  5.36
H  0.20  2.78  4.05
H  -0.91  5.94  -1.81
H  -0.69  1.72  -3.37

=====

2.
Entry from the OMol25 dataset: the molecule C4H10O2 (ωB97M-V/def2-TZVPD).

The structure (SMILES) is CC(C)(O)CO. As for the charge: 0. For the highest occupied orbital energy, the calculation gives -10.128 eV. The calculation puts the strongest force on any atom at 0.0060 Eh/bohr. The relative energy (zero: lowest compared OMol25 entry of this formula, charge and spin) comes out at 11.2 kcal per mole. The lowest unoccupied orbital energy comes out at 0.8 eV.

CARTESIAN COORDINATES (ANGSTROEM)
C  0.78  -0.97  -1.05
C  0.19  -0.05  0.02
C  -0.79  -0.80  0.93
O  1.23  0.54  0.81
C  -0.48  1.17  -0.61
O  -0.87  2.09  0.38
H  1.14  -0.40  -1.91
H  1.63  -1.52  -0.64
H  0.05  -1.70  -1.40
H  -1.59  -1.27  0.35
H  -0.27  -1.59  1.49
H  -1.24  -0.10  1.64
H  1.46  -0.08  1.52
H  0.23  1.63  -1.32
H  -1.38  0.87  -1.16
H  -0.09  2.17  0.94

=====

3.
Entry from the OMol25 dataset: the molecule C15H11BrN2O3S in a non-equilibrium geometry (ωB97M-V/def2-TZVPD).

The structure (SMILES) is O=C(NC(=S)Nc1ccccc1Br)c1ccc2c(c1)OCO2. As for the charge: 0. For the highest occupied orbital energy, the calculation gives -8.392 eV. The calculation puts the strongest force on any atom at 0.0250 Eh/bohr. The relative energy (zero: lowest compared OMol25 entry of this formula, charge and spin) comes out at 0.0 kcal per mole. The lowest unoccupied orbital energy comes out at 0.1 eV.

CARTESIAN COORDINATES (ANGSTROEM)
O  0.51  -1.44  0.59
C  0.63  -0.23  0.57
N  -0.18  0.58  -0.19
C  -1.23  0.20  -1.00
N  -1.46  -1.11  -1.14
C  -2.46  -1.64  -1.98
C  -3.60  -2.22  -1.43
C  -4.59  -2.72  -2.25
C  -4.45  -2.65  -3.63
C  -3.32  -2.09  -4.19
C  -2.32  -1.60  -3.37
Br  -0.73  -0.91  -4.14
H  -3.20  -2.04  -5.26
H  -5.23  -3.03  -4.27
H  -5.47  -3.16  -1.82
H  -3.69  -2.26  -0.36
H  -0.89  -1.73  -0.55
S  -2.13  1.39  -1.71
H  -0.02  1.58  -0.18
C  1.67  0.48  1.35
C  2.80  -0.26  1.71
C  3.84  0.30  2.44
C  3.70  1.61  2.82
C  2.56  2.35  2.49
C  1.53  1.82  1.75
H  0.66  2.41  1.55
O  2.68  3.61  3.00
C  3.93  3.65  3.66
O  4.55  2.39  3.54
H  4.56  4.42  3.20
H  3.78  3.89  4.72
H  4.72  -0.27  2.70
H  2.85  -1.29  1.39

=====

4.
Entry from the OMol25 dataset: a structure of composition C45H31IrN4O4S in a non-equilibrium geometry (ωB97M-V/def2-TZVPD).

As for the charge: -1. For the highest occupied orbital energy (alpha / beta), the calculation gives -4.349 / -4.413 eV. The calculation puts the strongest force on any atom at 0.0568 Eh/bohr. The spin multiplicity is 2. The relative energy (zero: lowest compared OMol25 entry of this formula, charge and spin) comes out at 0.0 kcal per mole. The lowest unoccupied orbital energy (alpha / beta) comes out at 1.7 / 1.7 eV.

CARTESIAN COORDINATES (ANGSTROEM)
Ir  0.24  -0.16  -0.60
C  3.18  4.32  -6.12
C  3.36  2.95  -6.15
C  2.84  2.15  -5.14
C  2.14  2.72  -4.08
C  1.96  4.10  -4.05
C  2.48  4.90  -5.07
C  1.57  1.84  -3.00
C  2.07  1.99  -1.72
C  3.02  3.00  -1.29
C  3.13  2.91  0.05
C  2.31  1.79  0.47
C  2.23  1.26  1.75
C  2.75  2.07  2.90
C  4.08  2.43  3.02
C  4.52  3.18  4.11
C  3.62  3.59  5.08
C  2.28  3.22  4.97
C  1.85  2.47  3.89
C  1.67  0.02  2.06
N  0.95  -0.75  1.21
C  0.67  -1.93  1.85
C  -0.18  -2.92  1.38
C  -0.39  -4.11  2.26
C  0.24  -5.32  1.96
C  0.03  -6.44  2.76
C  -0.80  -6.36  3.87
C  -1.43  -5.16  4.17
C  -1.22  -4.04  3.37
C  -0.94  -2.85  0.22
C  -2.00  -3.77  -0.14
C  -2.60  -3.27  -1.25
C  -1.88  -2.06  -1.61
N  -0.88  -1.85  -0.71
C  -2.08  -1.32  -2.77
C  -1.22  -0.35  -3.24
C  -1.26  0.26  -4.56
C  -0.18  1.06  -4.65
C  0.51  1.01  -3.38
N  -0.14  0.14  -2.56
C  -3.32  -1.62  -3.55
C  -3.30  -2.27  -4.77
C  -4.48  -2.54  -5.46
C  -5.70  -2.15  -4.92
C  -5.73  -1.49  -3.70
C  -4.55  -1.23  -3.01
C  1.31  -1.91  3.15
C  1.90  -0.71  3.30
N  1.69  1.25  -0.63
H  3.59  4.95  -6.91
H  3.90  2.49  -6.97
H  2.97  1.08  -5.16
H  1.40  4.54  -3.24
H  2.33  5.97  -5.03
H  3.53  3.69  -1.94
H  3.73  3.53  0.69
H  4.80  2.09  2.28
H  5.57  3.45  4.19
H  3.95  4.18  5.92
H  1.57  3.54  5.72
H  0.80  2.21  3.77
H  0.88  -5.38  1.10
H  0.53  -7.37  2.52
H  -0.96  -7.23  4.50
H  -2.08  -5.09  5.03
H  -1.71  -3.10  3.60
H  -2.26  -4.66  0.40
H  -3.43  -3.68  -1.79
H  -2.01  0.08  -5.31
H  0.11  1.67  -5.50
H  -2.34  -2.59  -5.18
H  -4.44  -3.06  -6.41
H  -6.62  -2.35  -5.45
H  -6.67  -1.17  -3.27
H  -4.56  -0.70  -2.06
H  1.30  -2.73  3.86
H  2.47  -0.34  4.14
O  -2.84  2.85  0.65
S  -2.18  1.57  0.75
O  -2.99  0.86  1.95
O  -0.79  1.60  1.19
O  -2.34  0.68  -0.40
C  -2.49  -0.41  2.36
H  -3.15  -0.74  3.17
H  -1.47  -0.33  2.72
H  -2.53  -1.13  1.54

=====

- Among the records above, which one has the lowest strongest force on any atom?
  C4H10O2

=====

Please write out number 2 again, unchanged.
Entry from the OMol25 dataset: the molecule C4H10O2 (ωB97M-V/def2-TZVPD).

The structure (SMILES) is CC(C)(O)CO. As for the charge: 0. For the highest occupied orbital energy, the calculation gives -10.128 eV. The calculation puts the strongest force on any atom at 0.0060 Eh/bohr. The relative energy (zero: lowest compared OMol25 entry of this formula, charge and spin) comes out at 11.2 kcal per mole. The lowest unoccupied orbital energy comes out at 0.8 eV.

CARTESIAN COORDINATES (ANGSTROEM)
C  0.78  -0.97  -1.05
C  0.19  -0.05  0.02
C  -0.79  -0.80  0.93
O  1.23  0.54  0.81
C  -0.48  1.17  -0.61
O  -0.87  2.09  0.38
H  1.14  -0.40  -1.91
H  1.63  -1.52  -0.64
H  0.05  -1.70  -1.40
H  -1.59  -1.27  0.35
H  -0.27  -1.59  1.49
H  -1.24  -0.10  1.64
H  1.46  -0.08  1.52
H  0.23  1.63  -1.32
H  -1.38  0.87  -1.16
H  -0.09  2.17  0.94